Formula: C6H10O
Source: the Open Molecules 2025 dataset
Level of theory: wB97M-V/def2-TZVPD

Values from the calculation:
Lowest unoccupied orbital energy, Eh: 0.02436

Positions of all 17 atoms, in Å:
C: 0.5201 1.9732 0.4886
C: 1.3120 0.7194 0.1792
C: 1.2212 -0.4547 1.1122
C: 0.6156 -0.5329 -0.2944
C: -1.4089 -0.5008 -0.7459
C: -2.0297 -1.7674 -1.0993
O: -1.5894 -2.8957 -1.0024
H: 1.0500 2.6273 1.1913
H: -0.4484 1.7213 0.9331
H: 0.3343 2.5404 -0.4286
H: 2.2949 0.9111 -0.2556
H: 2.1300 -1.0286 1.3181
H: 0.5902 -0.3510 1.9958
H: 1.0734 -1.2101 -0.9958
H: -1.6317 0.3270 -1.4180
H: -0.8024 -0.4158 0.1712
H: -3.0799 -1.5925 -1.4687